1.
A molecular structure, H2O4 at a distorted geometry, computed with ωB97M-V/def2-TZVPD.

Geometry as XYZ:
```
6
Properties=species:S:1:pos:R:3:forces:R:3:lowdin_charge:R:1
O 1.765634 -0.137600 0.282072 0.75 -0.67 1.10 -0.0555
O -1.731894 0.222962 0.145965 0.77 -0.61 -3.45 -0.0075
O 0.687054 0.541046 -0.152035 -1.04 -1.89 -1.09 -0.0759
O -0.657531 -0.574528 -0.254005 0.81 2.34 1.07 -0.0673
H 2.360482 -0.601713 -0.384419 -1.75 1.13 -0.23 0.1420
H -1.724689 0.249979 1.070796 0.45 -0.30 2.60 0.0642
```
Forces are in eV/Å.

For the gap between HOMO and LUMO (spin up / spin down), the calculation gives 9.938 / 9.933 eV. The energy is -8213.744 eV. Its highest occupied orbital energy (spin up / spin down) is -10.60 / -10.60 eV.


2.
3 unconnected molecules or ions with the total composition H2O5P2 at a distorted geometry, computed with ωB97M-V/def2-TZVPD.

Geometry as XYZ:
```
9
Properties=species:S:1:pos:R:3:forces:R:3:lowdin_charge:R:1
O 3.326357 -5.215777 1.985180 0.48 0.02 2.05 -0.6339
O 2.082945 -5.113974 -0.215524 2.37 -0.60 0.65 -0.6801
O -2.154708 2.963746 0.729242 -1.61 -0.46 0.20 -0.5635
O -2.290332 1.920933 -1.775253 -0.17 1.04 1.85 -0.1912
O 0.068064 3.996845 0.489735 0.53 -0.69 0.11 -0.5889
P -0.692306 2.707201 0.659112 1.51 1.52 0.27 0.4333
P 3.423174 -5.375551 0.530140 -2.79 0.44 -2.69 0.3140
H -2.381467 2.387003 -0.855574 -1.15 -0.53 -1.58 -0.0300
H -1.381727 1.729573 -1.547059 0.83 -0.75 -0.86 -0.0596
```
Forces are in eV/Å.

For the gap between HOMO and LUMO, the calculation gives 8.533 eV. The energy is -28851.577 eV. Its highest occupied orbital energy is -2.23 eV. The net charge is -2.


3.
A molecular structure, H2O7P2ReSe3Te, computed with ωB97M-V/def2-TZVPD.

Geometry as XYZ:
```
16
Properties=species:S:1:pos:R:3:forces:R:3:lowdin_charge:R:1
Re -0.405979 0.838576 -0.919253 0.40 0.62 -0.02 0.9267
O 2.868368 -1.678672 -1.112157 -0.09 0.08 -0.08 -0.0332
P 1.582012 -0.895884 -0.708746 -0.26 -0.13 0.25 0.1766
O 1.727250 0.592379 -0.431312 -0.11 0.32 0.02 -0.3752
O 0.491975 -0.995706 -1.759413 -0.48 -0.02 0.04 -0.3693
O 1.031071 -1.586651 0.621393 0.47 -0.12 0.00 -0.2331
P 0.277309 -0.687560 1.770957 -0.13 -0.11 -0.05 0.2629
O -0.707264 -1.731528 2.419976 0.02 -0.09 0.14 -0.0669
O 1.207207 -0.094551 2.708503 0.04 0.09 0.08 -0.2060
O -0.668322 0.229399 0.908721 -0.01 -0.17 -0.21 -0.4773
H 3.585977 -1.660630 -0.466758 0.04 -0.02 0.06 0.1165
H -1.487639 -1.924623 1.889095 -0.02 -0.02 -0.06 0.0963
Se -2.513672 0.432798 -2.046699 0.09 0.00 -0.01 0.0516
Se -3.833788 1.894953 -0.740894 -0.01 -0.04 -0.02 -0.1447
Te -2.719253 3.982839 -1.499154 -0.03 0.06 0.04 0.3254
Se -0.435255 3.284861 -0.634260 0.08 -0.45 -0.19 -0.0501
```
Forces are in eV/Å.

Its spin multiplicity is 4. For the gap between HOMO and LUMO (spin up / spin down), the calculation gives 6.462 / 6.004 eV. The energy is -238412.175 eV. Its highest occupied orbital energy (spin up / spin down) is -8.15 / -8.42 eV. The expectation value of S² is 3.7801.


4.
A molecular structure, H2OS2 at a distorted geometry, computed with ωB97M-V/def2-TZVPD.

Geometry as XYZ:
```
5
Properties=species:S:1:pos:R:3:forces:R:3:lowdin_charge:R:1
O -1.596514 -0.053457 -0.520975 -1.47 1.16 -0.80 -0.5851
S 1.745173 0.328240 -0.002263 -2.13 0.30 0.42 0.2336
S -0.745878 -0.448662 0.744841 3.26 -0.08 0.54 0.5784
H -2.089628 0.789516 -0.347778 0.79 -0.79 -0.35 0.0631
H 2.686849 -0.615635 0.126174 -0.46 -0.58 0.20 -0.2900
```
Forces are in eV/Å.

For the gap between HOMO and LUMO (spin up / spin down), the calculation gives 7.383 / 7.284 eV. The energy is -23747.914 eV. Its highest occupied orbital energy (spin up / spin down) is -9.18 / -9.15 eV.